# 1
The following is a DFT calculation (wB97M-V/def2-TZVPD) of a structure of composition C24H46N8O3Si2.

XYZ file:
```
83
Properties=species:S:1:pos:R:3:lowdin_charge:R:1
C 4.05919 0.51659 2.71854 -0.130
O 4.74812 0.69369 1.50075 -0.196
C 3.96102 0.34006 0.37583 -0.233
C 2.74188 1.22815 0.15786 -0.197
C 3.07047 2.71585 0.23547 -0.182
C 1.88397 3.69835 0.04809 -0.186
C 0.46044 3.13402 0.12267 -0.235
C -0.04799 2.83978 1.55232 -0.249
C -0.75096 1.47768 1.72239 -0.305
Si -2.20481 1.20968 0.57708 0.525
O -2.51910 -0.42738 0.45482 -0.408
Si -1.47907 -1.51336 -0.19223 0.375
O -0.72004 -2.43419 0.95586 -0.211
H 3.23482 1.22480 2.84204 0.069
H 4.76779 0.68032 3.52730 0.076
H 3.65753 -0.50483 2.79392 0.086
H 3.64138 -0.70952 0.48139 0.117
H 4.63446 0.39204 -0.48094 0.100
H 1.97471 0.97396 0.88841 0.082
H 2.33073 0.97614 -0.82282 0.100
H 3.81890 2.92570 -0.53152 0.088
H 3.56515 2.91206 1.18829 0.104
H 2.00379 4.20580 -0.91125 0.102
H 1.96098 4.48272 0.80663 0.107
H -0.20446 3.85074 -0.36245 0.110
H 0.38376 2.22580 -0.48073 0.068
H -0.74161 3.62513 1.86208 0.106
H 0.79247 2.89488 2.25172 0.105
H -0.01872 0.67546 1.58548 0.046
H -1.11288 1.36654 2.74958 0.078
H -1.91766 1.71500 -0.77510 -0.024
H -3.41558 1.86607 1.10576 -0.017
H -2.21785 -2.44381 -1.04503 -0.030
H -0.43031 -0.77726 -0.94443 -0.007
H 0.06481 -2.02874 1.34788 0.041
C -1.15835 -6.18968 -0.84589 -0.059
C -1.69330 -5.30818 -1.87573 -0.275
N -2.11068 -4.58001 -2.65826 0.137
H -1.97127 -6.72630 -0.36055 0.085
H -0.47061 -6.90700 -1.28921 0.083
H -0.63300 -5.59194 -0.10222 0.080
C 4.49126 0.20498 7.47122 -0.077
C 3.63581 0.89929 6.51854 -0.273
N 2.96604 1.41941 5.74538 0.139
H 3.94435 -0.60235 7.95396 0.078
H 5.35276 -0.22034 6.96092 0.066
H 4.84986 0.88952 8.23764 0.085
C 5.02896 -3.37208 5.46109 -0.065
C 5.51427 -3.12306 6.81382 -0.290
N 5.88970 -2.91154 7.87718 0.137
H 3.96779 -3.13611 5.40066 0.083
H 5.57287 -2.75028 4.75189 0.081
H 5.17601 -4.41881 5.20217 0.083
C 6.90233 2.01286 -2.59723 -0.058
C 5.47117 1.85396 -2.82267 -0.274
N 4.33876 1.73530 -2.96264 0.151
H 7.09664 2.04477 -1.52615 0.086
H 7.44316 1.17642 -3.03546 0.084
H 7.24773 2.93939 -3.05163 0.085
C -5.36176 1.33380 -3.22918 -0.084
C -4.48299 2.34560 -2.66305 -0.306
N -3.78530 3.14605 -2.22834 0.128
H -6.00776 1.78190 -3.98204 0.083
H -4.76679 0.55461 -3.70199 0.050
H -5.98268 0.89020 -2.45237 0.075
C 0.47514 0.84111 -3.83084 -0.064
C -0.95288 0.92032 -4.11048 -0.264
N -2.07902 0.98341 -4.32096 0.151
H 0.62639 0.69076 -2.76367 0.046
H 0.91604 0.00709 -4.37346 0.085
H 0.97276 1.76288 -4.12678 0.084
C -5.03515 -3.12933 -3.84533 -0.078
C -6.24744 -2.33172 -3.98571 -0.267
N -7.23731 -1.76432 -4.11323 0.143
H -4.80042 -3.29433 -2.79582 0.068
H -5.17930 -4.09197 -4.33183 0.084
H -4.18920 -2.62414 -4.30818 0.081
C -10.09280 -0.41412 -2.77860 -0.090
C -11.51826 -0.21994 -3.01176 -0.290
N -12.64097 -0.06702 -3.19291 0.117
H -9.91704 -0.64513 -1.72940 0.080
H -9.70921 -1.22810 -3.38973 0.047
H -9.54562 0.49000 -3.03888 0.077
```

Values from the calculation:
Kohn-Sham gap in eV: 9.9
Energy relative to the best compared isomer or geometry (same formula, charge and spin) in kJ/mol: 0.00
Net charge: 0

***

# 2
The following is a DFT calculation (wB97M-V/def2-TZVPD) of a cluster of 8 separate species, C24H46O24 in total in a non-equilibrium geometry.

XYZ file:
```
94
Properties=species:S:1:pos:R:3:lowdin_charge:R:1
C 25.65929 6.37921 1.11366 -0.045
C 25.24113 7.84975 0.78969 -0.060
O 24.23464 8.05637 1.72278 0.130
C 24.21471 7.11282 2.67639 -0.350
O 23.54353 7.18061 3.71215 0.499
O 25.12356 6.17319 2.40584 0.115
H 26.74431 6.41262 1.21222 0.132
H 25.25847 5.64082 0.41922 0.156
H 24.95624 7.91604 -0.26033 0.157
H 25.98587 8.54882 1.17014 0.152
C 30.12721 6.92476 -0.11012 -0.029
O 29.95303 7.68805 -1.32633 -0.020
C 28.70229 7.90498 -1.85582 -0.484
O 27.63570 7.43383 -1.33895 0.025
O 28.77551 8.71551 -2.89581 0.019
C 27.66494 9.11198 -3.61453 -0.048
H 31.19912 6.72960 -0.07829 0.100
H 29.58909 5.97707 -0.13044 0.090
H 29.85856 7.59898 0.70311 0.093
H 27.58065 10.19522 -3.52736 0.104
H 26.74070 8.59145 -3.36366 0.097
H 27.96105 8.92285 -4.64635 0.106
C 28.94855 -3.48512 8.56387 -0.014
O 29.58916 -2.50316 7.69578 -0.009
C 29.05373 -1.28569 7.44008 -0.571
O 28.11727 -0.85379 8.11212 0.087
O 29.76696 -0.66634 6.52147 0.027
C 29.38524 0.61708 6.10297 -0.052
H 28.66234 -3.01155 9.50298 0.089
H 29.59442 -4.32786 8.81032 0.096
H 27.99042 -3.82724 8.17267 0.070
H 28.60002 0.39879 5.37917 0.058
H 30.14346 1.17088 5.54935 0.090
H 28.91145 1.19557 6.89605 0.102
C 28.11042 7.03521 7.34696 -0.026
O 27.53068 5.83115 7.90434 -0.007
C 26.65014 5.12077 7.16468 -0.557
O 26.31873 5.38757 6.04477 0.110
O 26.20013 4.06260 7.93421 -0.024
C 25.12848 3.21973 7.39799 -0.005
H 28.95139 6.88803 6.66930 0.092
H 28.62345 7.52564 8.17423 0.092
H 27.28481 7.70384 7.10324 0.098
H 24.16159 3.71735 7.47290 0.100
H 25.15078 2.35640 8.06301 0.097
H 25.47929 2.81208 6.44993 0.074
C 31.42853 -3.73578 1.94455 -0.008
O 32.32667 -2.62243 1.82753 0.024
C 32.02731 -1.37601 1.99614 -0.559
O 32.66177 -0.39517 1.66071 0.122
O 30.82446 -1.23041 2.73427 -0.062
C 30.15687 0.07014 2.91350 -0.046
H 30.87247 -3.68093 1.00865 0.103
H 30.72284 -3.59413 2.76311 0.086
H 31.95151 -4.66168 2.18394 0.101
H 30.79470 0.79556 3.41854 0.089
H 29.17166 0.04195 3.37897 0.041
H 29.79929 0.51379 1.98430 0.090
C 26.87759 -2.42808 3.06003 -0.042
O 26.95392 -2.90522 4.42133 -0.001
C 25.87383 -2.63906 5.22102 -0.543
O 24.98425 -1.94762 4.93114 0.166
O 26.10169 -3.33525 6.41571 -0.045
C 25.18640 -3.35151 7.46922 -0.067
H 25.87605 -2.53269 2.64283 0.099
H 27.44059 -3.13599 2.45177 0.091
H 27.33201 -1.49262 2.73364 0.069
H 24.44089 -4.10096 7.20346 0.102
H 24.72780 -2.36271 7.46135 0.091
H 25.53981 -3.41068 8.49864 0.096
C 19.70613 4.33948 -0.16237 -0.026
O 20.37137 3.54965 0.83088 0.043
C 21.64804 3.72035 1.03019 -0.587
O 22.32630 4.59873 0.54401 0.099
O 22.05624 2.91282 2.03566 0.014
C 23.31440 2.97924 2.56078 -0.077
H 18.92801 3.75984 -0.65901 0.097
H 20.24183 4.76271 -1.01207 0.096
H 19.20732 5.17390 0.33061 0.099
H 24.01556 2.39384 1.96597 0.103
H 23.27880 2.59852 3.58152 0.104
H 23.69673 3.99941 2.59497 0.075
C 26.12247 1.08535 3.90391 -0.025
O 26.38072 2.32609 3.24861 0.023
C 27.49124 2.99333 3.45792 -0.594
O 28.61527 2.56549 3.83847 0.084
O 27.30030 4.23566 3.32385 0.026
C 28.35894 5.12735 3.51071 -0.047
H 26.35773 1.13294 4.96716 0.084
H 26.89620 0.35053 3.68149 0.064
H 25.11002 0.69715 4.01503 0.102
H 29.03202 4.99588 4.35793 0.107
H 27.94509 6.13447 3.56105 0.090
H 28.99955 5.16768 2.62975 0.095
```

Values from the calculation:
⟨S²⟩: 0.7543
Kohn-Sham gap (alpha / beta) in eV: 8.3 / 2.0
Spin multiplicity: 2
Net charge: +1

***

| no. | E (a.u.) |
| --- | --- |
| 1 | -2184.867748 |
| 2 | -2747.359166 |